A molecular structure, C26H24BBr4InN7O6S2, computed with the ωB97M-V functional and the def2-TZVPD basis.

Summary:
- ΔE to the lowest compared entry with this formula, charge and spin: 1.66 kcal per mole
- Energy: -357767.1675 eV
- Total charge: -1

The geometry in XYZ format:
```
71
Properties=species:S:1:pos:R:3:forces:R:3:mulliken_charge:R:1
In 0.33757 -0.03275 0.60254 -0.055 -0.076 -0.194 1.35
O 1.55885 5.28054 -1.18781 0.037 -0.004 -0.014 -0.42
C 1.66500 4.52760 -0.07077 0.041 0.030 -0.017 -0.01
O 2.72618 4.21400 0.39487 0.002 -0.053 -0.014 -0.62
C 0.32362 4.18314 0.50220 -0.032 0.028 -0.001 0.56
C -0.80980 4.88630 0.12248 -0.004 -0.023 0.003 -0.11
C -2.01234 4.56877 0.74094 0.030 -0.004 0.019 -0.71
C -2.02598 3.56896 1.69154 0.037 0.049 -0.046 -0.62
C -0.84392 2.87632 1.94963 -0.105 0.056 -0.016 0.79
N 0.31258 3.17990 1.37866 -0.023 -0.028 0.051 -0.28
C -0.89092 1.69537 2.90090 0.029 -0.099 0.137 0.12
O -1.55661 1.80421 3.92177 -0.025 0.020 -0.072 -0.76
O -0.23119 0.64940 2.54970 0.107 0.117 -0.012 -0.64
H 2.45608 5.35777 -1.54651 -0.035 0.007 0.009 0.39
H -0.74689 5.64838 -0.64013 0.002 0.004 0.003 0.54
H -2.92082 5.09313 0.47329 0.002 -0.002 -0.004 0.42
H -2.92423 3.28644 2.22173 0.000 -0.014 0.000 0.50
Br 0.77747 4.18159 -5.06733 -0.007 0.002 -0.006 -0.21
C 0.10234 3.16568 -3.62281 0.006 0.007 0.002 0.26
C -1.25982 3.06894 -3.40554 -0.010 0.007 0.002 0.22
Br -2.49465 3.93044 -4.54933 0.003 -0.002 0.004 -0.22
C -1.72571 2.32082 -2.31385 -0.010 0.001 -0.002 0.40
Br -3.57366 2.11172 -1.94493 -0.006 0.008 -0.016 -0.20
C -0.86163 1.70328 -1.42718 0.023 0.024 0.008 -0.54
O -1.27102 1.03185 -0.37880 -0.045 -0.113 0.007 -0.51
C 0.55243 1.81292 -1.63640 0.011 0.070 -0.044 -0.53
O 1.35696 1.26682 -0.76887 0.010 -0.040 -0.021 0.07
C 0.99247 2.52122 -2.75090 -0.008 -0.012 0.074 -0.15
Br 2.86814 2.61158 -2.99653 -0.009 0.007 0.005 -0.13
C -1.89633 -3.60586 -1.12191 0.001 -0.002 -0.006 -1.06
N -0.57137 -3.93109 -0.63726 -0.013 -0.010 -0.012 0.42
C -0.24522 -5.07105 0.06402 -0.005 -0.004 0.020 -0.46
C 1.08056 -5.00277 0.31043 -0.001 0.058 -0.023 -0.90
N 1.56853 -3.83751 -0.23937 0.002 -0.063 -0.016 0.36
B 3.12885 -3.62854 -0.32064 -0.016 0.014 -0.072 0.75
N 3.55551 -2.13950 -0.46222 -0.020 0.047 0.092 -0.14
C 4.36789 -1.68138 -1.46973 0.011 -0.030 -0.056 -0.71
C 4.62804 -0.37307 -1.24517 0.008 -0.007 0.016 -0.38
N 3.97020 -0.03338 -0.08864 -0.015 0.009 -0.011 0.55
C 3.99453 1.27649 0.54480 0.016 0.054 0.013 -0.77
C 3.30954 -1.11509 0.36358 0.024 -0.038 -0.023 -0.13
S 2.28704 -1.11845 1.75853 0.025 -0.022 0.029 -0.45
C 0.54840 -3.18086 -0.81746 0.020 0.009 0.041 -0.03
S 0.59307 -1.66530 -1.61768 -0.013 0.052 0.055 -0.42
H -2.60424 -3.60375 -0.29296 0.007 -0.001 -0.006 0.35
H -2.20600 -4.33242 -1.87449 0.001 -0.001 0.005 0.39
H -1.85490 -2.61664 -1.57024 0.005 -0.013 0.004 0.25
H -0.98442 -5.80318 0.33630 0.002 0.000 -0.002 0.46
H 1.73110 -5.67830 0.83553 -0.001 -0.009 0.000 0.45
H 3.58896 -4.10413 0.69060 -0.008 0.002 0.022 -0.20
H 3.53466 -4.19098 -1.31508 0.005 -0.004 0.029 -0.22
H 4.67450 -2.32933 -2.26991 0.000 0.008 0.006 0.50
H 5.19465 0.34754 -1.80530 0.001 0.005 -0.003 0.52
H 4.44102 1.98071 -0.15281 -0.022 -0.013 0.019 0.27
H 4.57781 1.23363 1.46381 0.009 -0.010 0.001 0.26
H 2.98781 1.61754 0.76212 0.026 0.004 -0.001 0.26
C -5.13508 -1.16998 0.80096 -0.001 0.007 0.003 -1.41
C -3.73571 -1.51496 1.18180 0.007 0.007 -0.003 0.59
C -3.22774 -2.38419 2.13053 -0.005 -0.004 -0.008 -1.23
C -1.82922 -2.24944 2.05811 0.020 -0.002 0.009 0.36
N -1.51850 -1.38048 1.10777 -0.023 0.012 0.013 0.23
N -2.68048 -0.94519 0.58687 0.010 0.023 -0.013 0.82
C -0.77018 -2.86140 2.91056 -0.021 -0.002 0.004 -1.27
H -5.83744 -1.74778 1.39823 -0.001 -0.001 0.001 0.40
H -5.32195 -1.37986 -0.25309 -0.001 -0.002 -0.003 0.26
H -5.33100 -0.11011 0.96950 -0.002 -0.001 0.001 0.28
H -3.78988 -3.00698 2.80613 -0.002 0.000 -0.002 0.45
H -2.61108 -0.15696 -0.06583 0.000 -0.033 0.034 -0.04
H -1.15848 -3.72639 3.44718 0.001 -0.002 -0.002 0.38
H -0.42151 -2.12343 3.63593 -0.003 0.002 0.004 0.21
H 0.08755 -3.17053 2.31400 0.010 -0.002 -0.008 0.08
```
Forces are in eV/Å.